Formula: C29H38HfN4O2P2
Source: OMol25
Level of theory: ωB97M-V/def2-TZVPD

lowest unoccupied orbital energy	-9.519	eV
net charge	+2
E	-60604.7653	eV
2S+1	1
E_HOMO	-12.56	eV

Each line ends with the Mulliken charge.
Positions of all 76 atoms, in Å:
1 Hf 1.3356 1.4452 2.3199  1.0767
2 C -1.0127 -2.6561 3.4691  -1.2424
3 C -0.3317 -1.6800 2.8255  -0.4272
4 C -0.7057 -0.8549 1.5810  1.4156
5 C -1.3349 0.5234 1.6724  1.5518
6 C -2.6744 0.4949 2.4255  -0.8822
7 C -3.2620 -0.5784 2.8759  -0.6665
8 C -3.2814 -2.0137 2.3976  -0.8824
9 C -2.3977 -3.0878 3.1189  -0.5978
10 C 3.0077 2.7735 2.9829  -1.3645
11 H -0.5322 -3.2575 4.2690  0.4763
12 H 0.7622 -1.6840 3.0145  0.5597
13 H -1.4152 -1.4475 0.9857  0.5032
14 H 0.2327 -0.7654 1.0072  -1.1239
15 H -0.7245 1.4075 2.1370  -0.0719
16 H -1.5423 0.8997 0.6735  -0.5320
17 H -3.0793 1.4960 2.6045  0.4886
18 H -4.1052 -0.4384 3.5818  0.4337
19 H -3.1669 -2.1370 1.3105  0.3182
20 H -4.2959 -2.3581 2.6090  0.5017
21 H -2.9343 -3.4228 4.0308  0.4783
22 H -2.3501 -3.9618 2.4369  0.3273
23 H 3.4131 2.8465 4.0312  0.3658
24 H 2.6686 3.7861 2.6694  0.4042
25 H 3.8726 2.5049 2.3324  0.4213
26 P -0.1940 1.9137 -1.0616  0.2641
27 P 1.8013 -1.1946 -0.9259  -0.3414
28 N -1.9242 2.2594 -1.5953  0.5039
29 N 0.3847 3.2080 -2.2633  0.6138
30 N 0.7703 -2.5910 -1.3379  0.5422
31 N 3.1936 -1.9324 -1.9033  0.3935
32 C -0.0816 0.5250 -2.2459  -0.8728
33 C 1.3382 -0.0671 -2.2916  -1.5007
34 C -2.7960 3.0039 -0.8019  -0.4779
35 C -4.0224 3.0993 -1.4632  -0.8546
36 C -3.9095 2.4146 -2.7192  -0.7205
37 C -2.5913 1.9222 -2.7847  -0.2498
38 C 1.1296 4.2879 -1.8037  -0.4129
39 C 1.4009 5.1245 -2.8764  -0.6855
40 C 0.7946 4.5569 -4.0359  -0.6423
41 C 0.1551 3.3853 -3.6295  -0.3067
42 C 0.2683 -3.5395 -0.4358  -0.7244
43 C -0.7010 -4.3073 -1.0750  -0.7101
44 C -0.8183 -3.8203 -2.4062  -0.9581
45 C 0.0997 -2.7914 -2.5503  -0.1908
46 C 3.1547 -2.7152 -3.0671  -0.2169
47 C 4.4668 -3.0834 -3.3964  -0.6424
48 C 5.3505 -2.4150 -2.4721  -0.6721
49 C 4.5369 -1.6873 -1.5983  -0.3180
50 H -0.3063 0.8265 -3.2834  0.1829
51 H -0.8100 -0.2366 -1.9386  0.9239
52 H 1.5048 -0.5741 -3.2585  0.5708
53 H 2.0788 0.7419 -2.2073  0.7112
54 H -2.4511 3.3480 0.1564  0.4621
55 H -4.8870 3.6061 -1.0865  0.4682
56 H -4.6640 2.2637 -3.4703  0.4780
57 H -2.1227 1.3509 -3.5620  0.4050
58 H 1.3915 4.3273 -0.7564  0.3240
59 H 1.9499 6.0405 -2.8197  0.4589
60 H 0.8083 4.9550 -5.0334  0.4598
61 H -0.4197 2.6684 -4.2046  0.3222
62 H 0.6538 -3.5670 0.5658  0.6196
63 H -1.2500 -5.1271 -0.6286  0.4749
64 H -1.4713 -4.1904 -3.1888  0.4827
65 H 0.3195 -2.1786 -3.4191  0.4378
66 H 2.2178 -2.9430 -3.5646  0.3306
67 H 4.7374 -3.7568 -4.1842  0.4738
68 H 6.4194 -2.4723 -2.4494  0.4577
69 H 4.7798 -1.0060 -0.7984  0.3353
70 C 0.8849 -0.1146 5.6122  -0.7511
71 O 1.0796 0.4949 4.3169  -0.0792
72 C 0.0465 1.4188 4.0523  0.4757
73 O -0.9611 1.5377 4.6868  -0.3518
74 H 0.8648 0.6877 6.3589  0.3791
75 H 1.7123 -0.7984 5.8548  0.2672
76 H -0.0589 -0.6930 5.6280  0.3293

Formula: C29H38N2OP2SiTc
Source: OMol25
Level of theory: ωB97M-V/def2-TZVPD

lowest unoccupied orbital energy (alpha / beta)	-7.316 / -9.663	eV
net charge	+2
E	-64357.4771	eV
2S+1	4
E_HOMO (alpha / beta)	-12.53 / -12.68	eV
expectation value of S²	3.830

Each line ends with the Mulliken charge.
Positions of all 74 atoms, in Å:
1 C 1.9573 3.2723 -3.1385  -0.2330
2 C 1.1124 3.0298 -2.0614  0.2166
3 C -0.2844 2.8161 -2.2872  0.2630
4 C -0.8043 2.8639 -3.6301  0.4305
5 C 0.0995 3.1298 -4.6949  -0.8086
6 C 1.4504 3.3146 -4.4498  -0.8415
7 C -2.1645 2.6004 -3.8037  -0.7047
8 C -3.0131 2.3767 -2.7158  0.5973
9 C -2.4159 2.3367 -1.4041  0.1168
10 C -3.2402 2.1234 -0.2546  0.2472
11 C -4.6063 1.9184 -0.4163  -0.2978
12 C -5.1844 1.9342 -1.6990  -0.9217
13 C -4.4144 2.1724 -2.8246  -0.8291
14 H 3.0230 3.4151 -2.9502  0.4968
15 H -0.3150 3.1879 -5.7006  0.4978
16 H 2.1389 3.4894 -5.2734  0.4281
17 H -2.5824 2.6136 -4.8118  0.5107
18 H -5.2249 1.7379 0.4636  0.5179
19 H -6.2533 1.7564 -1.8004  0.4236
20 H -4.8491 2.2232 -3.8229  0.5013
21 N -1.0815 2.4862 -1.2406  -0.1561
22 Tc -0.0010 -0.2907 0.3478  -0.3436
23 C 1.6101 2.9081 -0.6412  -1.1125
24 H 0.8776 3.3165 0.0703  0.3517
25 H 2.5860 3.3943 -0.5098  0.8286
26 C -2.5664 2.1653 1.0976  -1.3306
27 H -1.7672 2.9211 1.1066  0.5538
28 H -3.2995 2.3785 1.8862  0.7733
29 P 1.7765 1.1285 -0.1552  1.6152
30 P -1.7071 0.5917 1.5551  1.3195
31 C -3.1394 -0.5015 1.8130  -1.5582
32 H -2.8089 -1.5036 2.1097  0.3996
33 H -3.7772 -0.0759 2.5979  0.4745
34 H -3.7183 -0.5811 0.8868  0.4197
35 C -1.2207 1.0119 3.2596  -1.3564
36 H -2.0955 1.4206 3.7798  0.5378
37 H -0.8616 0.1271 3.7955  0.3017
38 H -0.4284 1.7703 3.2346  0.3582
39 C 3.0632 0.5346 -1.3072  -1.6899
40 H 3.9507 1.1814 -1.2417  0.4471
41 H 3.3374 -0.4956 -1.0446  0.5013
42 H 2.6673 0.5570 -2.3299  0.4319
43 C 2.7560 1.3569 1.3778  -1.2439
44 H 3.1062 0.3806 1.7345  0.1722
45 H 3.6219 2.0005 1.1670  0.6187
46 H 2.1291 1.8243 2.1504  0.2859
47 C -1.2815 -1.3092 -0.6501  0.1364
48 O -2.0670 -1.9748 -1.2093  -0.3884
49 H 0.0039 0.4930 -1.1091  0.1318
50 C 1.8307 -0.7910 3.7944  -0.9960
51 Si 1.2879 -2.2696 2.7572  -0.1908
52 C 2.7298 -3.4401 3.0328  -1.1303
53 C -0.3367 -2.9153 3.4192  -0.9124
54 N 1.0384 -1.9870 0.9835  0.2276
55 C 1.2528 -3.0181 0.0694  0.5206
56 C 1.5258 -2.7213 -1.2885  0.2669
57 C 1.7461 -3.7350 -2.2192  -0.9914
58 C 1.6743 -5.0750 -1.8205  -0.5196
59 C 1.3724 -5.3939 -0.4900  -0.9365
60 C 1.1614 -4.3855 0.4455  -0.4632
61 H 1.6986 -1.0629 4.8539  0.4148
62 H 1.2619 0.1268 3.6165  0.1474
63 H 2.8997 -0.5805 3.6542  0.4155
64 H 2.8871 -3.5691 4.1140  0.4068
65 H 2.6002 -4.4352 2.5959  0.4111
66 H 3.6502 -3.0099 2.6136  0.3143
67 H -1.1173 -2.1430 3.4497  0.1895
68 H -0.7021 -3.7495 2.8063  0.3198
69 H -0.1874 -3.2881 4.4435  0.4770
70 H 1.5742 -1.6718 -1.5942  0.3442
71 H 1.9835 -3.4612 -3.2480  0.4277
72 H 1.8518 -5.8651 -2.5498  0.3958
73 H 1.3157 -6.4359 -0.1704  0.4176
74 H 0.9068 -4.6511 1.4750  0.3530

Formula: C29H38N4O2P2Zr
Source: OMol25
Level of theory: ωB97M-V/def2-TZVPD

lowest unoccupied orbital energy	-8.745	eV
net charge	+2
E	-60582.9686	eV
2S+1	1
E_HOMO	-12.78	eV

Each line ends with the Mulliken charge.
Positions of all 76 atoms, in Å:
1 Zr -0.0040 0.3981 3.5083  0.7382
2 C -1.9966 2.0181 -5.1400  -0.3953
3 C -2.0859 0.7924 -4.6210  -0.3258
4 C -1.2912 -0.4115 -5.0338  -0.6138
5 C 0.0953 -0.1496 -5.6562  -0.9231
6 C 0.9964 0.7237 -4.8248  -0.2934
7 C 1.0786 2.0530 -4.8446  -0.4890
8 C 0.3038 2.9796 -5.7476  -0.5581
9 C -1.0758 2.4899 -6.2317  -0.9137
10 C 1.8945 0.9369 4.5635  -1.6032
11 H -2.6902 2.8003 -4.8023  0.3546
12 H -2.8733 0.5781 -3.8861  0.7599
13 H -1.8770 -1.0113 -5.7510  0.3208
14 H -1.1500 -1.0491 -4.1478  0.1426
15 H 0.5904 -1.1308 -5.7220  0.4312
16 H -0.0165 0.2094 -6.6845  0.3481
17 H 1.6785 0.1492 -4.1837  0.4100
18 H 1.8364 2.5612 -4.2318  0.4062
19 H 0.9059 3.2230 -6.6397  0.3083
20 H 0.1571 3.9297 -5.2125  0.3481
21 H -1.5635 3.3665 -6.6867  0.3930
22 H -0.9555 1.7551 -7.0346  0.3273
23 H 1.5082 1.6335 5.3279  0.5796
24 H 2.7012 1.4659 4.0465  0.5336
25 H 2.3431 0.1018 5.1195  0.4119
26 P 1.6055 -0.2764 1.6058  0.9596
27 P -1.4528 -0.6679 1.5164  -0.3544
28 N 2.6789 0.9696 1.0017  0.6225
29 N 2.8232 -1.5312 1.9522  0.6739
30 N -2.1913 0.6174 0.5173  0.4393
31 N -2.8910 -1.6463 1.7630  0.5592
32 C 0.8825 -0.8653 0.0273  -1.5531
33 C -0.4678 -1.5696 0.2561  -0.8142
34 C 2.5752 2.3196 1.3547  -0.3895
35 C 3.4919 3.0363 0.6082  -0.6609
36 C 4.1802 2.1135 -0.2468  -0.7736
37 C 3.6601 0.8505 0.0132  -0.3451
38 C 3.7399 -1.4818 3.0094  -0.6172
39 C 4.4269 -2.6820 3.0647  -0.7055
40 C 3.9139 -3.5205 2.0197  -0.7851
41 C 2.9157 -2.8005 1.3763  -0.3442
42 C -2.3596 1.9398 0.9495  -0.3090
43 C -2.7170 2.7234 -0.1400  -1.1056
44 C -2.7664 1.8716 -1.2900  -0.3075
45 C -2.4570 0.5848 -0.8516  -0.3756
46 C -3.9546 -1.9161 0.8962  -0.1861
47 C -4.8044 -2.8377 1.5082  -0.6580
48 C -4.2253 -3.1609 2.7815  -0.6496
49 C -3.0500 -2.4483 2.9037  -0.3745
50 H 1.6041 -1.5298 -0.4624  0.7891
51 H 0.7462 0.0196 -0.6178  0.4611
52 H -1.0564 -1.6510 -0.6659  0.6507
53 H -0.3329 -2.5950 0.6386  0.4886
54 H 1.8749 2.6276 2.1193  0.3657
55 H 3.6544 4.1032 0.6690  0.4681
56 H 4.9635 2.3510 -0.9539  0.4841
57 H 3.8964 -0.1161 -0.4113  0.5051
58 H 3.7933 -0.6055 3.6353  0.4895
59 H 5.2337 -2.9289 3.7401  0.4745
60 H 4.2548 -4.5073 1.7450  0.4641
61 H 2.2672 -3.0769 0.5597  0.4363
62 H -2.2258 2.1892 1.9913  0.4661
63 H -2.9232 3.7838 -0.1398  0.4650
64 H -2.9846 2.1444 -2.3124  0.3701
65 H -2.4026 -0.3433 -1.3984  0.5232
66 H -4.0176 -1.4310 -0.0640  0.4331
67 H -5.7203 -3.2276 1.0987  0.4668
68 H -4.6356 -3.8388 3.5163  0.4651
69 H -2.2962 -2.4263 3.6785  0.2432
70 C -1.1440 -0.9833 6.5692  -0.6559
71 O -0.6821 -0.5639 5.2786  -0.3722
72 C -0.0941 -1.5656 4.3894  0.3206
73 O -0.0558 -2.7264 4.7072  -0.3836
74 H -0.3080 -1.3432 7.1671  0.3303
75 H -1.9292 -1.7262 6.4487  0.3051
76 H -1.5467 -0.0674 6.9943  0.3025